The following is a DFT calculation (wB97M-V/def2-TZVPD) of a molecular structure, C5H10O3Sr at a distorted geometry.

HOMO energy	-6.4	eV
LUMO energy	-0.3	eV
electronic energy	-452.7792	Eh
orbital gap	0.22567	hartree
total charge	0
relative energy (zero: lowest compared OMol25 entry of this formula, charge and spin)	38.0	kcal per mole

```
19
Properties=species:S:1:pos:R:3:forces:R:3
C -0.30076 2.07222 -0.51902 -0.8 1.3 0.6
O -1.57587 1.38797 -0.35657 -1.0 -0.4 -0.1
C -1.64709 0.44631 0.67345 0.2 0.3 -0.1
C -1.40519 -0.97814 0.21135 -0.5 -0.4 0.2
O -0.03986 -1.17762 -0.16336 -0.8 -1.1 0.4
C 0.29159 -2.53561 -0.41387 -0.2 -0.1 0.1
H -0.42723 2.70141 -1.41679 -0.2 0.2 0.4
H -0.14571 2.70396 0.37906 -0.2 0.3 -0.4
H -2.66501 0.47158 1.09122 0.2 0.0 0.0
H -0.93859 0.68289 1.48931 -0.2 0.0 -0.1
H -2.05332 -1.22656 -0.64420 0.1 0.1 0.1
H -1.64117 -1.66595 1.03863 0.0 0.1 -0.1
H 1.35345 -2.57528 -0.68058 -0.2 -0.1 0.0
H 0.12036 -3.13565 0.49071 0.1 0.1 -0.2
H -0.32493 -2.92886 -1.23512 0.2 0.0 0.1
Sr 1.34310 0.50667 -0.87296 1.7 -0.9 -1.7
O 2.96809 0.87996 0.77709 0.5 1.2 -0.5
C 3.13564 1.82768 -0.06046 0.9 -0.2 0.8
H 3.95252 2.54301 0.21211 0.0 -0.2 0.4
```
Forces are in eV/Å.